{"formula": "C26H22N7O4Ru", "method": "the ωB97M-V functional and the def2-TZVPD basis", "spin_multiplicity": 2, "relative_energy_kj_mol": 23.29, "species": ["Ru", "C", "C", "C", "C", "C", "N", "C", "C", "C", "C", "C", "C", "C", "N", "C", "C", "C", "N", "C", "C", "N", "C", "C", "C", "N", "H", "H", "H", "H", "H", "H", "H", "H", "H", "H", "H", "H", "H", "H", "H", "H", "H", "H", "O", "C", "O", "C", "C", "C", "C", "C", "N", "H", "H", "H", "H", "O", "N", "O"], "xyz": [[-0.1322, 0.9754, -0.4886], [2.8187, -2.1269, 4.8145], [1.8810, -1.7914, 3.6885], [1.5570, -2.7290, 2.7105], [0.7683, -2.3972, 1.6285], [0.2313, -1.1141, 1.4745], [-0.4823, -0.7477, 0.3360], [-1.2297, -1.7295, -0.3278], [-2.1474, -2.5019, 0.3910], [-2.9685, -3.4203, -0.2265], [-2.9386, -3.5874, -1.6107], [-3.8901, -4.5219, -2.3059], [-2.0397, -2.8218, -2.3312], [-1.1752, -1.9277, -1.7041], [-0.2291, -1.2435, -2.5190], [0.3304, -1.7040, -3.6621], [1.0336, -0.6694, -4.2261], [0.8504, 0.4057, -3.3459], [0.0916, 0.0453, -2.3269], [0.5147, -0.1947, 2.4910], [1.3469, -0.5217, 3.5531], [-0.0969, 1.0909, 2.5050], [-0.5252, 1.7654, 3.5935], [-1.0605, 2.9568, 3.1651], [-0.9271, 2.9245, 1.7739], [-0.3413, 1.8001, 1.3918], [2.7208, -3.1719, 5.1083], [2.6264, -1.5079, 5.6908], [3.8559, -1.9635, 4.5148], [1.9563, -3.7341, 2.7810], [0.5701, -3.1369, 0.8642], [-2.2061, -2.3522, 1.4615], [-3.6665, -3.9969, 0.3687], [-4.1197, -5.3843, -1.6804], [-3.4759, -4.8837, -3.2467], [-4.8316, -4.0164, -2.5302], [-2.0147, -2.9054, -3.4106], [0.1945, -2.7250, -3.9704], [1.6133, -0.6876, -5.1310], [1.2436, 1.4066, -3.3941], [1.5877, 0.2431, 4.2820], [-0.4408, 1.3349, 4.5753], [-1.5019, 3.7300, 3.7672], [-1.2440, 3.6387, 1.0322], [3.8894, 1.6940, -0.1426], [2.6985, 1.6955, -0.3851], [1.8809, 0.7117, -0.2678], [2.0439, 2.9693, -0.8993], [2.7869, 4.1261, -1.0470], [2.1536, 5.2755, -1.4856], [0.7969, 5.2176, -1.7597], [0.1223, 4.0203, -1.5962], [0.7334, 2.9061, -1.1758], [3.8391, 4.0803, -0.8052], [2.7046, 6.1988, -1.6081], [0.2513, 6.0852, -2.1035], [-0.9291, 3.9305, -1.8193], [-2.0511, 2.2635, -2.2971], [-2.8045, 1.6769, -1.5450], [-2.2239, 1.0469, -0.5872]]}

{"formula": "C26H22N7PtSe", "method": "the ωB97M-V functional and the def2-TZVPD basis", "charge": 1, "total_energy_ha": -3907.728735, "spin_multiplicity": 1, "species": ["Pt", "C", "C", "C", "C", "C", "N", "C", "C", "C", "C", "C", "C", "C", "N", "C", "C", "C", "N", "C", "C", "N", "C", "C", "C", "N", "H", "H", "H", "H", "H", "H", "H", "H", "H", "H", "H", "H", "H", "H", "H", "H", "H", "H", "Se", "N", "C", "C", "C", "C", "C", "C", "N", "H", "H", "H", "H"], "xyz": [[-1.9099, 0.0669, -0.6126], [2.8758, 4.8151, 0.1536], [2.1882, 3.5555, -0.2525], [2.7979, 2.3116, -0.0881], [2.1672, 1.1536, -0.4725], [0.8640, 1.1567, -1.0245], [0.2111, 0.0094, -1.3219], [0.8265, -1.1644, -1.6429], [1.9256, -1.1589, -2.5275], [2.5244, -2.3190, -2.9581], [2.0479, -3.5648, -2.5481], [2.6611, -4.8458, -3.0083], [0.9553, -3.5882, -1.6919], [0.3587, -2.4305, -1.2059], [-0.6559, -2.6157, -0.2340], [-0.6716, -3.6363, 0.6561], [-1.8635, -3.5853, 1.3390], [-2.5380, -2.4885, 0.8039], [-1.7987, -1.9158, -0.1394], [0.2459, 2.4285, -1.1794], [0.9099, 3.5823, -0.7985], [-1.0095, 2.5878, -1.8022], [-1.2699, 3.4805, -2.7775], [-2.6050, 3.3769, -3.0911], [-3.1014, 2.3889, -2.2376], [-2.1247, 1.9229, -1.4629], [3.9472, 4.6527, 0.2255], [2.5073, 5.1529, 1.1233], [2.6967, 5.6147, -0.5623], [3.7835, 2.2606, 0.3460], [2.6549, 0.1982, -0.3367], [2.2810, -0.2011, -2.8829], [3.3584, -2.2553, -3.6424], [3.7226, -4.7328, -3.2138], [2.1713, -5.1795, -3.9233], [2.5326, -5.6192, -2.2550], [0.5464, -4.5428, -1.3960], [0.1513, -4.3110, 0.7718], [-2.2006, -4.2484, 2.1070], [-3.5167, -2.1198, 1.0523], [0.4119, 4.5339, -0.9140], [-0.4967, 4.0941, -3.1939], [-3.1302, 3.9277, -3.8424], [-4.1069, 2.0160, -2.1556], [0.7419, -0.3163, 1.8259], [-0.9349, 0.2335, 1.7212], [-1.4636, 0.2067, 2.9445], [-2.7942, 0.5202, 3.2695], [-3.1788, 0.4542, 4.5774], [-2.2702, 0.0897, 5.5982], [-0.9748, -0.2373, 5.3221], [-0.5448, -0.2022, 3.9793], [0.6676, -0.5254, 3.5448], [-3.4701, 0.7898, 2.4715], [-4.1990, 0.6817, 4.8461], [-2.6239, 0.0627, 6.6172], [-0.2801, -0.5188, 6.0970]]}

{"formula": "C26H23AsClN3OS4V", "method": "the ωB97M-V functional and the def2-TZVPD basis", "charge": -1, "total_energy_ha": -6476.839612, "spin_multiplicity": 1, "species": ["V", "Cl", "C", "C", "C", "C", "O", "C", "C", "N", "C", "C", "C", "C", "C", "C", "C", "C", "N", "C", "C", "H", "H", "H", "H", "H", "H", "H", "H", "H", "H", "S", "S", "S", "S", "C", "As", "C", "C", "H", "H", "H", "H", "H", "H", "H", "H", "H", "N", "C", "C", "C", "C", "C", "C", "C", "H", "H", "H", "H"], "xyz": [[0.0455, -0.3763, 0.0883], [-0.7209, 1.8993, 6.6620], [-0.7637, 1.5457, 4.9613], [-1.9553, 1.7418, 4.2655], [-1.9968, 1.4281, 2.9245], [-0.8816, 0.9070, 2.2543], [-0.9472, 0.5531, 1.0090], [0.3564, 0.7401, 2.9704], [1.5451, 0.2866, 2.3497], [1.6132, -0.1180, 1.0960], [2.7562, -0.4670, 0.4488], [3.9998, -0.7972, 1.0039], [5.0810, -1.0572, 0.1782], [4.9743, -0.9831, -1.1970], [3.7473, -0.6562, -1.7996], [3.5641, -0.5063, -3.1889], [2.3146, -0.1396, -3.6575], [1.2748, 0.0629, -2.7656], [1.4047, -0.0871, -1.4460], [2.6188, -0.4268, -0.9654], [0.3647, 1.0720, 4.3427], [-2.8292, 2.1178, 4.7754], [-2.9104, 1.5421, 2.3584], [2.4543, 0.3090, 2.9523], [4.1090, -0.8627, 2.0766], [6.0313, -1.3156, 0.6256], [5.8344, -1.1737, -1.8221], [4.4040, -0.6364, -3.8578], [2.1382, 0.0056, -4.7127], [0.2908, 0.3640, -3.1149], [1.2727, 0.9303, 4.9088], [-0.4289, -2.1981, 1.5315], [-2.3764, -1.9359, 2.0281], [-3.5121, -1.6638, 0.2978], [-3.9494, 0.2353, 0.0562], [-1.7021, 2.8548, -3.0860], [-0.9243, 2.2097, -1.3698], [0.6933, 3.3448, -1.4240], [-1.9748, 3.3844, -0.2072], [-1.6823, 3.9397, -3.1795], [-2.7375, 2.5180, -3.1387], [-1.1584, 2.4225, -3.9265], [0.4333, 4.3914, -1.5951], [1.3597, 3.0109, -2.2208], [1.2254, 3.2597, -0.4744], [-2.0802, 4.3826, -0.6361], [-1.4926, 3.4588, 0.7676], [-2.9599, 2.9415, -0.0668], [-2.6981, -5.0654, -4.9124], [-2.2839, -4.3360, -4.1256], [-1.7491, -3.4273, -3.1941], [-0.6898, -3.8045, -2.3626], [-0.1460, -2.8881, -1.4847], [-0.6473, -1.5884, -1.3603], [-1.7079, -1.2402, -2.2019], [-2.2545, -2.1265, -3.1094], [-0.3261, -4.8243, -2.3933], [0.6761, -3.2084, -0.8422], [-2.1482, -0.2464, -2.1267], [-3.0951, -1.8348, -3.7268]]}

{"formula": "C26H23Cl2N4O10Pm", "method": "the ωB97M-V functional and the def2-TZVPD basis", "spin_multiplicity": 5, "relative_energy_kj_mol": 47.95, "species": ["Pm", "C", "C", "C", "C", "C", "C", "N", "C", "C", "C", "C", "C", "N", "C", "C", "C", "C", "C", "C", "N", "H", "H", "H", "H", "H", "H", "H", "H", "H", "H", "H", "H", "H", "H", "H", "O", "Cl", "O", "O", "O", "C", "C", "C", "C", "Cl", "C", "C", "C", "O", "C", "C", "O", "O", "H", "H", "H", "H", "H", "H", "H", "H", "O", "N", "O", "O"], "xyz": [[-0.7668, 0.8961, -0.2089], [-2.0116, 3.4279, -2.1327], [-3.1509, 3.0934, -1.2134], [-4.3575, 3.7837, -1.2761], [-5.3947, 3.3972, -0.4506], [-5.2147, 2.3186, 0.3999], [-3.9904, 1.6648, 0.4124], [-2.9787, 2.0756, -0.3655], [-3.7624, 0.4426, 1.2372], [-4.6993, -0.0099, 2.1709], [-4.4665, -1.2056, 2.8455], [-3.3063, -1.9048, 2.6086], [-2.3697, -1.3686, 1.6976], [-2.6328, -0.2247, 1.0210], [-1.1164, -2.0213, 1.4327], [-0.6238, -3.0845, 2.2910], [0.5359, -3.7158, 1.9621], [1.2013, -3.3204, 0.7904], [0.6887, -2.2299, 0.0033], [1.4092, -1.8425, -1.2364], [-0.4127, -1.5954, 0.3273], [-2.1933, 4.3591, -2.6635], [-1.8949, 2.6261, -2.8633], [-1.0782, 3.5160, -1.5798], [-4.4766, 4.6028, -1.9716], [-6.3467, 3.9100, -0.4819], [-6.0294, 1.9893, 1.0262], [-5.5939, 0.5545, 2.3842], [-5.1931, -1.5848, 3.5514], [-3.1258, -2.8459, 3.1048], [-1.1526, -3.3618, 3.1896], [0.9297, -4.5027, 2.5897], [2.1064, -3.8181, 0.4716], [2.4743, -2.0576, -1.1561], [1.2698, -0.7937, -1.4853], [0.9926, -2.4225, -2.0644], [-2.8471, -0.2009, -1.7644], [-1.8051, -0.4669, -2.7203], [-2.2612, -0.2525, -4.0421], [-1.3005, -1.7822, -2.5375], [-0.7351, 0.4959, -2.4246], [5.1495, -1.8697, 1.3262], [4.9677, -1.3356, -0.0670], [5.3670, -2.0569, -1.1799], [5.1710, -1.5471, -2.4556], [5.6601, -2.4816, -3.8354], [4.5834, -0.3104, -2.6334], [4.1838, 0.4273, -1.5273], [4.3691, -0.0801, -0.2494], [4.0270, 0.5608, 0.9050], [3.1428, 1.6750, 0.8702], [1.7627, 1.2492, 0.3628], [1.0457, 0.5310, 1.1109], [1.3869, 1.5766, -0.7898], [5.4452, -2.9178, 1.3038], [4.2232, -1.7605, 1.8921], [5.9177, -1.3045, 1.8571], [5.8308, -3.0266, -1.0508], [4.4318, 0.0800, -3.6302], [3.7045, 1.3823, -1.6817], [3.5278, 2.4986, 0.2664], [3.0467, 1.9902, 1.9050], [-0.3881, 2.9914, 0.4476], [-0.2900, 2.5419, 1.6251], [0.5754, 2.9400, 2.3848], [-1.1607, 1.7060, 1.9647]]}

> Which formula does entry 4 have?

C26H23Cl2N4O10Pm

> Number 2 is which compound?

C26H22N7PtSe